# 1
ORCA calculation (ωB97M-V with the def2-TZVPD basis set) on a structure of composition C15H23F9NO3P2W.

Calculated values
E_LUMO (alpha / beta)	-0.4813 / -0.4673	Eh
total charge	+3
spin multiplicity	3
HOMO-LUMO gap (alpha / beta)	0.237 / 0.251	Ha
highest occupied orbital energy (alpha / beta)	-19.56 / -19.55	eV
maximum force	5.46	eV/Å
energy	-2513.41103	hartree

Last column: Löwdin spin population.
Positions of all 54 atoms, in Å:
W -0.1241 -0.0472 0.3130  1.90
P -2.0201 -1.2001 -0.6288  0.02
C -2.7436 0.3057 -1.3569  0.01
C -2.7168 1.4862 -0.4295  0.01
N -1.6003 1.5947 0.3225  0.01
C -1.3391 2.7625 0.9570  0.01
C -2.3111 3.7525 1.0831  0.00
C -3.5260 3.5907 0.4319  0.00
C -3.7115 2.4535 -0.3479  0.00
C 0.0552 2.9167 1.5126  0.03
P 1.3287 1.8578 0.6969  0.02
H -4.6406 2.2701 -0.8797  0.00
H -2.0779 4.6362 1.6791  0.00
H -4.3139 4.3366 0.5357  0.00
H 0.4340 3.9454 1.3991  0.00
H 0.0836 2.6241 2.5748  0.00
H -2.1293 0.5161 -2.2810  0.00
H -3.7751 0.0079 -1.5811  0.00
H 1.1760 1.0661 -3.4201  0.00
O 0.1641 1.0373 -3.4494  0.01
H -0.0679 1.2989 -4.3459  0.00
H 2.8886 0.0938 -2.3596  0.00
O 2.7815 0.8804 -2.9418  0.00
H 3.6783 1.1596 -3.2102  0.00
C 1.8420 2.7800 -0.7556  0.01
H 2.3369 3.7075 -0.4337  0.00
H 2.5293 2.1398 -1.3296  0.00
H 0.9725 3.0068 -1.3886  0.00
C 2.7138 1.6427 1.8090  -0.01
H 3.3860 0.8869 1.3830  0.00
H 3.2458 2.5967 1.9235  0.00
H 2.3505 1.2922 2.7847  0.00
C -3.1125 -1.9090 0.6040  0.02
H -4.0133 -2.2993 0.1221  0.00
H -2.5918 -2.7149 1.1350  0.00
H -3.4098 -1.1416 1.3213  0.00
C -1.8117 -2.4310 -1.9405  0.00
H -1.0151 -3.1349 -1.6298  0.00
H -2.7541 -2.9888 -2.0958  0.00
H -1.5312 -1.9063 -2.8732  0.00
F -0.1572 -2.8658 2.6692  0.01
C 0.6081 -3.6368 1.8533  0.00
F 1.2112 -4.6070 2.5885  0.00
F -0.2364 -4.2160 0.9549  0.00
C 1.6095 -2.7367 1.0858  0.00
O 1.0253 -1.5939 0.5991  -0.03
C 2.7410 -2.3053 2.0580  0.00
F 3.5147 -3.3316 2.4831  0.00
F 3.5436 -1.4034 1.4306  0.00
F 2.2107 -1.6861 3.1490  0.00
C 2.1970 -3.4680 -0.1445  0.00
F 2.6907 -4.6971 0.1367  0.00
F 1.2277 -3.6090 -1.0852  0.00
F 3.1843 -2.7154 -0.6878  0.00

---

# 2
ORCA calculation (ωB97M-V with the def2-TZVPD basis set) on a structure of composition C14H18BFIN2OSSn.

Calculated values
E_LUMO	-0.2872	Eh
total charge	+1
HOMO-LUMO gap	0.069	Ha
highest occupied orbital energy	-9.70	eV
maximum force	3.00	eV/Å
energy	-1763.50677	hartree

Last column: Löwdin charge in e.
Positions of all 40 atoms, in Å:
C -0.1277 1.3825 3.0489  -0.09
C 0.6311 0.9803 1.7551  -0.30
C -0.2897 0.3667 0.6491  -0.54
I -0.3237 -1.8037 0.7582  1.02
B -0.0315 0.9610 -0.8688  -0.85
F 0.1213 2.3911 -0.8724  0.04
C -1.4161 0.6866 -1.7566  -0.17
C -2.5504 1.6874 -1.4173  -0.41
S -4.2502 1.0470 -1.7186  1.09
C -4.3067 -0.4261 -0.8746  -0.61
N -5.1334 -1.4502 -0.9923  0.08
N -4.7456 -2.3711 -0.1186  -0.25
C -3.6659 -1.9448 0.5678  -0.36
O -3.4291 -0.7529 0.1125  0.02
C 1.1777 0.2135 -1.7137  -0.07
C 2.4043 -0.1151 -0.9328  -0.24
C 3.2201 0.8202 -0.2836  -0.04
C 4.3239 0.3965 0.4086  -0.08
C 4.6910 -0.9414 0.5016  -0.07
C 3.9205 -1.8831 -0.1657  -0.08
C 2.8087 -1.4616 -0.8602  -0.09
H -1.2143 1.2758 2.9730  0.06
H 0.2876 0.8034 3.8842  0.07
H 0.1319 2.4248 3.2795  0.07
H 1.1780 1.8181 1.3101  0.10
H 1.3796 0.2050 1.9739  0.08
H -1.3075 0.6844 0.9343  0.05
H -1.7400 -0.3627 -1.6688  0.06
H -1.1680 0.8313 -2.8212  0.11
H -2.4613 2.5359 -2.1077  0.09
H -2.5001 2.1035 -0.4046  0.08
H -3.0767 -2.4435 1.3395  0.02
H 0.8291 -0.6749 -2.2609  0.10
H 1.4786 0.9301 -2.5021  0.13
H 2.9695 1.8791 -0.3129  0.13
H 4.9402 1.1253 0.9360  0.11
H 5.5510 -1.2831 1.0726  0.11
H 4.1299 -2.9517 -0.1529  0.11
H 2.1911 -2.2111 -1.3573  0.10
Sn -4.6272 -4.4727 0.6590  1.42

---

What did the first record say?
ORCA calculation (ωB97M-V with the def2-TZVPD basis set) on a structure of composition C15H23F9NO3P2W.

Calculated values
E_LUMO (alpha / beta)	-0.4813 / -0.4673	Eh
total charge	+3
spin multiplicity	3
HOMO-LUMO gap (alpha / beta)	0.237 / 0.251	Ha
highest occupied orbital energy (alpha / beta)	-19.56 / -19.55	eV
maximum force	5.46	eV/Å
energy	-2513.41103	hartree

Last column: Löwdin spin population.
Positions of all 54 atoms, in Å:
W -0.1241 -0.0472 0.3130  1.90
P -2.0201 -1.2001 -0.6288  0.02
C -2.7436 0.3057 -1.3569  0.01
C -2.7168 1.4862 -0.4295  0.01
N -1.6003 1.5947 0.3225  0.01
C -1.3391 2.7625 0.9570  0.01
C -2.3111 3.7525 1.0831  0.00
C -3.5260 3.5907 0.4319  0.00
C -3.7115 2.4535 -0.3479  0.00
C 0.0552 2.9167 1.5126  0.03
P 1.3287 1.8578 0.6969  0.02
H -4.6406 2.2701 -0.8797  0.00
H -2.0779 4.6362 1.6791  0.00
H -4.3139 4.3366 0.5357  0.00
H 0.4340 3.9454 1.3991  0.00
H 0.0836 2.6241 2.5748  0.00
H -2.1293 0.5161 -2.2810  0.00
H -3.7751 0.0079 -1.5811  0.00
H 1.1760 1.0661 -3.4201  0.00
O 0.1641 1.0373 -3.4494  0.01
H -0.0679 1.2989 -4.3459  0.00
H 2.8886 0.0938 -2.3596  0.00
O 2.7815 0.8804 -2.9418  0.00
H 3.6783 1.1596 -3.2102  0.00
C 1.8420 2.7800 -0.7556  0.01
H 2.3369 3.7075 -0.4337  0.00
H 2.5293 2.1398 -1.3296  0.00
H 0.9725 3.0068 -1.3886  0.00
C 2.7138 1.6427 1.8090  -0.01
H 3.3860 0.8869 1.3830  0.00
H 3.2458 2.5967 1.9235  0.00
H 2.3505 1.2922 2.7847  0.00
C -3.1125 -1.9090 0.6040  0.02
H -4.0133 -2.2993 0.1221  0.00
H -2.5918 -2.7149 1.1350  0.00
H -3.4098 -1.1416 1.3213  0.00
C -1.8117 -2.4310 -1.9405  0.00
H -1.0151 -3.1349 -1.6298  0.00
H -2.7541 -2.9888 -2.0958  0.00
H -1.5312 -1.9063 -2.8732  0.00
F -0.1572 -2.8658 2.6692  0.01
C 0.6081 -3.6368 1.8533  0.00
F 1.2112 -4.6070 2.5885  0.00
F -0.2364 -4.2160 0.9549  0.00
C 1.6095 -2.7367 1.0858  0.00
O 1.0253 -1.5939 0.5991  -0.03
C 2.7410 -2.3053 2.0580  0.00
F 3.5147 -3.3316 2.4831  0.00
F 3.5436 -1.4034 1.4306  0.00
F 2.2107 -1.6861 3.1490  0.00
C 2.1970 -3.4680 -0.1445  0.00
F 2.6907 -4.6971 0.1367  0.00
F 1.2277 -3.6090 -1.0852  0.00
F 3.1843 -2.7154 -0.6878  0.00

---

What is the total charge in the first record?
+3

---

Which value of total charge does entry 1 give?
+3

---

Look up the total charge of the first one.
+3